Record 1
Computed, not measured: a 5-piece molecular cluster, C19H38Cl12NO overall, with wB97M-V/def2-TZVPD.

Element x y z (Å)
C1 -1.01282 1.97227 5.89838
C2 -1.58227 3.39365 5.93552
C3 -3.08509 3.43675 5.62622
C4 -3.49913 3.77801 4.17073
C5 -2.48534 3.48954 3.05573
C6 -2.62639 2.08575 2.40827
C7 -2.66845 2.15301 0.88007
C8 -3.08076 0.81538 0.23055
C9 -1.89614 -0.01923 -0.25732
C10 -2.32052 -1.23139 -1.12797
C11 -1.70784 -2.56945 -0.66403
C12 -0.46285 -2.94879 -1.43484
N1 0.51048 -1.79832 -1.48919
C13 1.66412 -1.95127 -0.50277
O1 2.59461 -2.82491 -0.97794
C14 3.52634 -2.33518 -1.97176
C15 3.40196 -0.86389 -2.33133
H1 0.06059 1.99096 6.09751
H2 -1.18082 1.48784 4.93499
H3 -1.48140 1.38050 6.68480
H4 -1.00713 4.06344 5.29718
H5 -1.44353 3.75964 6.95577
H6 -3.54520 2.49108 5.92015
H7 -3.53554 4.18814 6.27782
H8 -3.83128 4.81479 4.11500
H9 -4.39020 3.18748 3.93957
H10 -2.65477 4.22277 2.26218
H11 -1.45234 3.63366 3.36820
H12 -1.75519 1.48995 2.69215
H13 -3.54667 1.61314 2.75382
H14 -1.67849 2.41164 0.49439
H15 -3.37511 2.91920 0.55874
H16 -3.68195 0.22027 0.92307
H17 -3.71045 1.01514 -0.64093
H18 -1.26712 0.66004 -0.85119
H19 -1.28677 -0.34042 0.59491
H20 -3.40643 -1.29607 -1.11011
H21 -2.02158 -1.04160 -2.16376
H22 -2.43278 -3.36593 -0.82612
H23 -1.52431 -2.55845 0.41208
H24 0.04633 -3.80038 -0.98650
H25 -0.71732 -3.24353 -2.45203
H26 0.88656 -1.74927 -2.43546
H27 0.03367 -0.90762 -1.31919
H28 2.03391 -0.95888 -0.23992
H29 1.21625 -2.38210 0.39365
H30 3.42515 -2.95558 -2.86431
H31 4.53250 -2.52019 -1.60253
H32 3.92277 -0.68555 -3.27217
H33 3.88522 -0.23363 -1.58457
H34 2.38439 -0.51086 -2.48205
C16 6.91514 -5.05500 -2.57482
Cl1 8.08284 -5.94050 -3.54433
Cl2 7.43473 -4.93702 -0.89525
Cl3 6.63300 -3.44168 -3.25151
H35 5.97732 -5.59393 -2.59876
C17 -1.48230 -6.94604 -0.16335
Cl4 0.06719 -6.73046 -0.98573
Cl5 -1.82341 -5.57243 0.89898
Cl6 -2.78381 -7.16744 -1.32482
H36 -1.41120 -7.83412 0.45075
C18 0.68135 2.15402 -3.91679
Cl7 -0.82602 2.96593 -3.52384
Cl8 1.81818 2.24740 -2.57202
Cl9 0.37766 0.45574 -4.34994
H37 1.12887 2.64363 -4.76982
C19 3.29866 5.51694 -4.91184
Cl10 3.24839 3.91753 -5.67310
Cl11 1.80879 5.81917 -4.01876
Cl12 4.70650 5.66238 -3.86885
H38 3.37727 6.25434 -5.69965

Computed properties:
net charge = +1
2S+1 = 1

Charges in e, computed with Mulliken, in the same order as the atoms:
1 C -0.97
2 C -0.54
3 C -0.66
4 C -0.81
5 C -0.58
6 C -0.59
7 C -0.75
8 C -1.12
9 C -0.16
10 C -1.13
11 C -0.53
12 C -0.60
13 N 0.45
14 C -0.54
15 O -0.45
16 C -0.09
17 C -0.71
18 H 0.34
19 H 0.12
20 H 0.36
21 H 0.34
22 H 0.34
23 H 0.38
24 H 0.33
25 H 0.39
26 H 0.28
27 H 0.50
28 H 0.37
29 H 0.02
30 H 0.30
31 H 0.26
32 H 0.50
33 H 0.43
34 H 0.44
35 H 0.18
36 H 0.37
37 H 0.61
38 H 0.31
39 H 0.41
40 H 0.38
41 H 0.29
42 H 0.33
43 H 0.28
44 H -0.15
45 H 0.37
46 H 0.54
47 H 0.27
48 H 0.16
49 H 0.39
50 H 0.36
51 H -0.09
52 C 0.10
53 Cl -0.11
54 Cl -0.11
55 Cl -0.14
56 H 0.26
57 C -0.02
58 Cl -0.11
59 Cl -0.09
60 Cl -0.10
61 H 0.37
62 C 0.19
63 Cl -0.09
64 Cl -0.08
65 Cl -0.14
66 H 0.13
67 C 0.01
68 Cl -0.13
69 Cl -0.10
70 Cl -0.10
71 H 0.34

***

Record 2
Computed, not measured: a 2-piece molecular cluster, C3H10OS overall, with wB97M-V/def2-TZVPD.

Element x y z (Å)
C1 0.41639 0.89451 1.30447
C2 0.52892 0.89658 -0.20480
C3 -0.75926 0.53466 -0.93088
S1 -0.48156 0.27794 -2.71869
H1 1.39422 1.07967 1.76659
H2 -0.29916 1.59079 1.74407
H3 0.15639 -0.09542 1.67859
H4 1.27467 0.15215 -0.48537
H5 0.95425 1.82515 -0.58023
H6 -1.01651 -0.45604 -0.55019
H7 -1.54934 1.27920 -0.84270
H8 0.68865 0.92325 -2.81797
H9 0.28377 -2.65774 0.96051
H10 -0.90376 -3.59703 0.87984
O1 -0.68765 -2.64767 0.79677

Computed properties:
net charge = -1
2S+1 = 2

Charges in e, computed with natural (NBO), in the same order as the atoms:
1 C -0.69
2 C -0.43
3 C -0.52
4 S -0.11
5 H 0.20
6 H 0.19
7 H 0.23
8 H 0.20
9 H 0.18
10 H 0.26
11 H 0.20
12 H 0.10
13 H 0.30
14 H 0.33
15 O -1.44

***

| no. | strongest force on any atom (eV/A) | calculated total energy (Eh) |
| --- | --- | --- |
| 1 | 0.74 | -6398.76767 |
| 2 | 0.82 | -593.67606 |